[1]
173
Properties=species:S:1:pos:R:3:forces:R:3:mulliken_charge:R:1 method="wB97M-V/def2-TZVPD" energy_ev=-107392.63786 molar_mass_g_mol=1186.5 homo_lumo_gap_ha=0.324 charge=+1
F -1.6003 -2.4580 -3.4213 0.1 0.3 0.5 -0.28
F -2.1289 -1.1779 -1.7336 0.3 -0.2 -0.2 -0.26
F -0.5182 -2.6250 -1.5327 -0.3 0.3 -0.3 -0.26
O 5.5999 -2.1577 -2.6500 0.0 0.0 0.2 -0.17
N 3.9750 5.0597 -3.1291 0.0 0.0 0.1 -0.58
N 2.2754 2.7228 -2.6624 -0.9 -0.4 -1.0 1.15
N 3.5630 0.5159 1.7538 -0.2 0.1 -0.1 -0.45
N -5.8627 -3.2329 5.2071 -0.1 -0.1 0.0 -0.33
N -11.4016 -4.7935 6.0763 0.0 0.0 -0.1 -0.54
N 1.5027 5.9198 1.3650 -0.1 0.0 0.2 -0.41
N 1.6890 1.4408 -4.5709 -0.6 -0.4 1.0 -0.03
N -7.7552 -3.1939 10.1416 0.0 0.1 0.0 -0.39
N 6.6169 -5.4422 -5.7485 0.1 0.1 0.0 -0.41
N -19.5937 2.1558 4.6932 -0.1 0.1 0.0 -0.36
N 9.8557 1.8064 1.4341 0.3 -0.2 0.2 -0.44
N 5.7527 -1.7381 -8.9419 -0.2 0.0 0.0 -0.37
N 0.6202 3.8702 -5.7241 0.0 -0.1 0.0 -0.55
N 8.1422 -5.2900 0.7798 0.1 0.0 0.0 -0.43
N 8.2593 -1.1322 -4.7331 0.1 0.1 0.0 -0.52
N -0.6361 3.9362 -0.6879 -0.1 -0.1 -0.3 -0.42
N 3.1285 -0.2455 -6.2132 -0.1 -0.2 -0.1 -0.48
N 2.9811 -3.5183 2.9277 0.0 -0.1 -0.1 -0.48
N -15.0466 -0.7000 6.7246 0.0 0.0 0.0 -0.36
N -4.3777 7.9778 1.2874 0.0 0.1 0.1 -0.37
N 6.3979 5.4801 0.8627 0.1 0.1 0.1 -0.52
N -9.4594 -2.4524 2.7985 0.1 0.0 0.0 -0.40
N -1.9694 0.5091 4.7600 0.1 0.0 0.1 -0.47
N -3.4961 -5.5905 4.5075 0.1 -0.1 0.0 -0.43
N -0.9963 7.9014 -2.2914 0.0 0.0 0.0 -0.39
N 0.2193 1.6855 -2.6961 0.3 -0.8 -1.1 0.48
C 6.8711 4.4490 0.6970 0.0 0.1 0.0 0.35
C 2.8063 -0.4678 -7.2933 0.1 0.0 0.1 0.51
C 0.1351 10.0919 -3.1175 0.1 0.3 -0.1 -0.87
C -7.3714 -4.2320 9.8418 0.0 0.0 0.0 0.35
C 4.7783 -0.0164 -1.7671 0.0 0.6 0.0 -0.33
C 1.8705 8.2582 2.4376 0.0 0.3 0.1 -0.87
C 9.8851 -2.9720 -3.8756 0.2 -0.3 0.1 -0.87
C 2.3993 -0.7409 -8.6584 -0.1 -0.1 -0.4 -0.97
C 1.6653 6.9523 1.8379 -0.1 -0.1 0.0 0.40
C 3.7882 6.1300 -0.7646 -0.1 0.1 0.4 -0.31
C 1.9470 -3.1353 2.6127 0.0 0.0 0.0 0.31
C 3.0276 1.8827 -1.6655 0.9 0.2 0.1 -0.97
C -3.5969 6.1060 -0.3376 0.1 -0.4 -0.3 -0.33
C 10.2427 0.9179 0.8216 0.0 0.1 0.0 0.39
C -2.4392 0.2096 3.7577 0.0 0.0 -0.1 0.40
C -4.0190 -5.8374 3.5176 0.0 0.0 0.0 0.41
C 0.6381 -2.6491 2.2136 -0.3 0.1 -0.1 -0.46
C -18.8293 1.3688 5.0274 0.0 0.0 0.0 0.27
C 4.1353 -6.2134 -5.7067 -0.3 -0.1 0.0 -0.84
C -4.7680 -3.0304 5.4830 -0.1 0.2 0.0 0.33
C -6.8924 -5.5459 9.4435 0.1 -0.3 -0.1 -0.77
C 7.4676 3.1478 0.4883 -0.1 -0.4 -0.1 -0.55
C -3.0402 -0.1782 2.4908 -0.2 -0.1 -0.2 -0.70
C -13.3073 -2.4852 7.4620 0.2 -0.2 0.1 -0.46
C -3.3997 -2.6988 5.8333 0.4 0.1 0.1 -0.72
C 8.9742 -1.9429 -4.3481 0.1 0.0 0.0 0.55
C 1.3884 1.9259 -3.3458 0.5 1.0 0.1 -2.01
C -0.4946 8.8647 -2.6600 -0.1 0.0 0.1 0.39
C 8.2681 -1.4195 -8.3668 0.4 0.0 0.1 -0.50
C -11.9028 -3.3310 2.9282 -0.4 -0.2 0.0 -0.74
C -14.2816 -1.4872 7.0565 0.0 0.0 0.0 0.33
C 4.2798 -0.3000 2.1249 0.0 0.0 -0.1 0.53
C 5.7860 -4.4403 0.0860 -0.4 0.2 -0.2 0.02
C -10.3008 -4.4850 6.1813 0.0 0.0 0.0 0.42
C -0.6346 0.6283 -3.2378 -0.1 0.1 -0.1 -1.00
C -8.9112 -4.0857 6.3084 0.4 0.2 0.1 -0.54
C 0.7551 5.7125 -3.8977 0.0 0.2 0.4 -0.14
C -17.8593 0.3710 5.4490 0.2 -0.2 0.1 -0.69
C 7.0979 -4.9272 0.4745 0.0 0.0 0.0 0.34
C 5.5216 -5.7800 -5.7286 0.0 0.0 -0.1 0.45
C 4.2537 1.3011 -2.3664 -0.8 -0.5 0.2 -0.44
C -4.6821 -6.1434 2.2623 -0.2 -0.1 -0.3 -0.79
C 3.8892 5.5291 -2.0824 0.2 0.0 0.0 0.63
C 5.6668 -2.8671 -3.8790 -0.3 0.5 0.1 -0.86
C 6.8626 -1.6011 -8.6874 0.0 0.0 0.0 0.35
C -1.0943 -1.7409 -2.3908 -0.1 -0.6 0.1 0.83
C -10.5383 -2.8385 2.8530 0.0 0.0 0.0 0.39
C 0.6754 4.6841 -4.9155 0.0 0.2 -0.1 0.39
C -0.0739 -0.7383 -2.8695 0.0 0.1 0.1 -0.46
C -0.2791 3.4222 0.2737 0.0 0.1 0.0 0.48
C 10.7252 -0.1957 0.0279 0.1 -0.3 -0.2 -0.74
C 4.8398 -1.0000 -2.9028 0.5 0.0 0.1 -0.89
C 0.1773 2.7759 1.4893 0.1 -0.3 0.3 -0.36
C 5.1998 -1.3355 2.5498 0.5 -0.2 0.3 -0.82
C -4.0342 7.1534 0.5682 0.0 0.0 0.0 0.28
H -2.9785 5.3739 0.1780 0.0 0.1 0.1 0.02
H 0.1798 -2.0808 3.0213 0.1 0.0 0.1 0.19
H 3.8439 -6.6147 -6.6751 0.1 0.0 0.0 0.31
H -17.3767 -0.0900 4.5903 0.0 0.1 -0.1 0.26
H -8.6677 -3.8365 7.3409 -0.1 0.0 0.0 0.03
H -18.3384 -0.4160 6.0277 -0.1 0.0 0.0 0.27
H 8.6121 -0.4297 -8.6598 -0.1 0.1 0.0 0.28
H 0.9187 8.7655 2.5835 -0.1 -0.1 0.0 0.30
H -12.5295 -2.0397 8.0799 0.0 0.1 0.0 0.28
H 3.5649 7.1932 -0.8497 -0.1 0.0 -0.1 0.42
H -0.6101 2.1572 1.9183 -0.1 0.0 0.0 0.01
H -7.7258 -6.1983 9.1896 -0.1 0.1 0.0 0.27
H 8.4305 -1.5275 -7.2963 -0.1 0.0 0.1 -0.05
H 0.4723 3.5122 2.2314 0.0 0.2 -0.1 0.31
H 5.9667 -0.9355 3.2115 -0.1 0.2 0.0 0.35
H 5.1061 -5.2635 -0.1247 0.1 -0.1 0.0 0.33
H -2.6983 -3.3008 5.2625 -0.1 -0.1 -0.1 0.25
H 5.8526 -3.8202 -0.8093 0.1 0.0 0.0 -0.14
H 4.6444 -3.0417 -4.2056 -0.2 -0.5 -0.2 0.29
H 1.3565 5.3530 -3.0654 0.0 -0.1 0.0 -0.19
H 0.9039 9.8790 -3.8580 0.0 -0.1 0.0 0.29
H 5.2695 -0.4768 -3.7520 0.2 0.1 -0.4 0.50
H 6.1306 -2.2467 -4.6326 0.2 0.2 -0.3 0.25
H 0.5986 10.6188 -2.2860 0.0 -0.1 0.1 0.28
H -1.6140 0.7768 -2.8198 -0.3 0.0 0.3 0.71
H 2.4964 8.8806 1.8006 0.0 -0.1 -0.1 0.28
H -4.4458 5.5755 -0.7659 -0.1 0.1 0.1 0.31
H -8.6942 -3.2116 5.6975 -0.1 0.0 -0.1 0.29
H 5.7506 0.1830 -1.3445 0.5 -0.3 0.2 0.24
H 6.6961 2.4030 0.2949 -0.1 0.1 0.0 0.02
H 5.0319 2.0419 -2.4585 0.3 0.3 0.0 0.42
H 2.4977 -1.8008 -8.8804 0.1 0.0 0.1 0.29
H 0.6624 -0.6001 -2.0924 0.1 -0.1 0.5 0.16
H 11.3418 0.1650 -0.7931 0.0 0.1 0.0 0.27
H 2.9579 3.0380 -3.3448 0.2 0.5 0.2 0.57
H 1.2228 6.6175 -4.2793 0.0 -0.1 -0.2 0.35
H -12.2425 -3.6941 1.9600 0.1 0.0 -0.1 0.29
H -6.2407 -5.4704 8.5745 0.0 0.1 0.0 0.23
H -12.5842 -2.5432 3.2450 0.1 0.1 0.0 0.24
H 0.7200 -2.0009 1.3430 0.1 0.0 0.0 0.07
H 9.8919 -0.7575 -0.3914 -0.1 0.0 0.0 0.16
H 4.6758 -2.1309 3.0747 -0.1 0.1 0.0 0.32
H 8.8916 -2.1506 -8.8780 -0.1 -0.1 -0.1 0.29
H 8.1449 3.1607 -0.3630 0.0 0.1 0.0 0.29
H -2.6075 0.3870 1.6668 0.0 0.0 0.0 0.22
H -5.7360 -5.8757 2.3136 0.0 0.0 0.1 0.26
H -6.3311 -6.0115 10.2509 0.0 0.1 0.1 0.33
H 6.2405 -3.7716 -3.7930 0.1 -0.4 0.3 0.26
H 5.3377 -3.8429 0.8777 0.1 -0.1 0.1 -0.11
H 3.9872 -6.9896 -4.9586 0.1 0.0 0.0 0.29
H 11.3230 -0.8701 0.6365 0.0 0.0 0.1 0.32
H 2.3595 8.1622 3.4047 0.0 -0.1 0.0 0.30
H 3.9126 1.0550 -3.3628 0.1 0.1 -0.5 0.36
H -3.2061 -2.8833 6.8880 -0.1 -0.1 0.0 0.31
H 1.6402 0.4520 -4.7310 -0.5 -0.2 -0.5 0.12
H -4.6086 -7.2054 2.0375 0.0 0.0 0.1 0.30
H -4.2301 -5.5890 1.4424 0.1 0.0 0.0 0.24
H -17.0818 0.8104 6.0671 0.0 0.1 0.0 0.27
H 4.7165 6.0329 -0.1925 -0.1 -0.1 -0.3 0.15
H 3.8300 -1.2788 -3.2071 -0.4 -0.1 -0.1 0.32
H -3.1916 -1.6487 5.6371 -0.1 0.0 0.0 0.13
H 8.0363 2.8189 1.3547 -0.1 0.3 0.0 0.39
H -0.0196 -3.4794 1.9632 0.1 -0.1 0.0 0.33
H 1.3630 -0.4468 -8.8169 0.0 0.0 0.1 0.35
H -0.6003 10.7529 -3.5711 -0.1 0.0 0.0 0.31
H -0.7591 0.7134 -4.3089 0.1 0.2 -0.4 0.32
H -11.9830 -4.1466 3.6447 0.1 0.0 0.1 0.23
H -2.8815 -1.2378 2.2977 0.0 0.0 0.1 0.23
H 3.3522 2.4687 -0.8188 -0.3 0.4 0.3 0.31
H -4.1127 0.0067 2.5026 0.0 0.0 0.1 0.37
H -12.8305 -2.9391 6.5983 -0.1 0.0 -0.1 -0.06
H -0.2241 5.9771 -3.5060 -0.1 -0.1 -0.1 0.18
H 2.4211 1.0741 -1.2921 -0.5 -0.1 0.1 0.21
H 9.3602 -3.6936 -3.2516 -0.1 0.0 0.0 0.25
H 0.4533 -1.2064 -3.6869 0.1 -0.2 -0.4 0.38
H 1.9567 2.0151 -5.3519 0.7 0.3 0.2 0.35
H -3.0045 6.5101 -1.1570 0.0 0.2 0.1 0.08
H 3.4761 -5.3803 -5.4700 0.1 0.1 0.0 0.24
H 2.9893 5.6690 -0.1762 0.1 0.0 -0.3 -0.16
H -0.2571 2.5848 -2.6321 0.1 0.1 1.1 0.22
H 3.0267 -0.1918 -9.3565 0.1 0.0 0.1 0.28
H -13.7782 -3.2798 8.0368 -0.1 0.0 0.0 0.27
H 10.6928 -2.5354 -3.2915 0.0 0.1 0.0 0.31
H 4.1340 -0.3573 -0.9696 -0.2 -0.2 0.3 0.20
H -8.2418 -4.8804 5.9864 -0.1 -0.1 -0.1 0.31
H 5.7034 -1.7759 1.6911 0.0 0.1 -0.1 0.14
H 1.0415 2.1414 1.2919 0.0 0.0 -0.1 0.06
H 10.3246 -3.5084 -4.7139 -0.1 0.0 -0.1 0.33


[2]
162
Properties=species:S:1:pos:R:3:forces:R:3:mulliken_charge:R:1 method="wB97M-V/def2-TZVPD" energy_ev=-100220.72784 molar_mass_g_mol=1047.3 homo_lumo_gap_ha=0.256 charge=+1
P -4.0759 0.9379 3.0047 -2.8 2.6 4.5 0.58
F -3.1674 0.4927 -0.1867 2.0 0.6 -0.2 -0.21
F -4.9645 5.0413 3.3778 -1.5 1.7 -3.2 -0.21
F -6.5042 5.1066 1.5411 3.9 0.0 1.5 -0.23
F -3.5679 7.2990 1.8146 -0.7 -3.0 -1.1 -0.32
O -5.2664 1.0430 1.7825 2.2 -0.6 1.6 -0.12
O -3.0075 2.4660 -3.1592 -1.2 -1.5 0.8 -0.46
O -3.7257 -0.6477 3.5136 -0.3 1.9 -3.0 -0.37
O -4.6808 1.6606 4.2415 1.9 -2.0 -3.2 -0.78
N 6.5953 0.2530 1.8052 1.1 -3.2 -1.9 -0.57
N 1.5972 -0.0147 3.2755 1.9 -0.7 -3.4 -0.67
N 1.7205 2.5267 -3.3728 0.9 -3.2 -1.9 -0.62
N -0.3543 2.4814 -1.4702 -2.0 2.7 -1.8 0.92
N 11.8342 0.0321 1.8811 -2.8 1.1 2.4 -0.53
N -5.1913 -3.8653 -3.8751 0.4 1.0 3.9 -0.57
N -3.9456 -9.3002 -7.7921 -2.5 2.8 -0.9 -0.43
N 9.6035 5.0352 2.3974 -2.6 2.7 1.5 -0.50
N -0.6460 -3.3102 0.4414 0.3 1.3 3.5 -0.70
C 9.9018 0.8025 3.5779 0.5 0.0 -0.5 0.00
C -0.5741 -2.9300 1.5598 -0.4 -0.7 -2.6 0.39
C 2.8956 -0.6109 1.0016 -0.2 0.4 0.7 0.42
C -5.4219 1.3670 -3.2800 1.7 -1.6 -1.0 -0.31
C -6.6148 0.9044 2.3260 -1.9 -0.6 -0.4 -0.42
C -3.3102 0.1548 -4.3199 -3.2 0.0 0.6 -0.47
C -1.0278 1.9061 -0.2705 0.5 -0.1 2.8 -0.77
C 2.1700 -0.2760 2.2739 -1.4 0.4 2.4 0.04
C -4.1152 5.7440 -0.2616 -0.9 2.3 -0.1 -0.33
C 2.0290 1.5738 -4.0006 -0.6 2.3 1.0 0.36
C 3.6892 0.6040 0.5236 0.0 0.5 0.1 -0.84
C -6.3346 0.1842 -3.6762 3.3 -0.5 -0.7 -0.43
C -4.2382 -1.0487 -4.7229 -1.2 2.8 1.7 -0.41
C -5.7646 -1.0645 -4.3872 2.4 3.5 0.8 -0.63
C -5.7081 -7.3897 -8.4614 0.7 -0.4 0.3 -0.42
C 10.9833 0.3717 2.6284 1.9 -1.1 -1.7 0.22
C 6.0572 4.9572 3.6240 -0.1 -0.1 0.0 -1.06
C 7.8655 6.7471 3.5163 0.5 -0.7 -0.1 -0.43
C -2.5058 1.9417 2.5568 0.1 -0.3 -0.1 -0.06
C 3.3574 -0.7517 -2.6952 0.0 -0.1 0.0 -0.36
C -5.0235 -3.0140 -1.3350 0.2 -0.4 -0.7 0.48
C -2.8180 3.1012 1.4976 -0.2 0.5 -0.5 -0.44
C 2.8008 1.8089 0.2329 0.1 0.1 0.0 -0.76
C -3.9400 -3.8009 -0.5915 0.2 -0.3 0.0 0.57
C 6.8778 5.9820 4.4004 -0.3 -0.2 0.1 -0.42
C 8.2177 -3.0506 2.5317 0.1 0.0 0.0 -1.14
C -2.6022 5.4121 -0.6842 0.5 0.7 -1.0 -0.77
C -5.9012 -6.6178 -6.0423 0.0 0.1 0.1 -0.79
C -0.4909 -2.4407 2.9775 0.3 -0.5 -0.6 0.41
C 7.2628 -3.1656 1.3480 0.1 -0.2 0.3 -0.42
C 7.3032 -1.9416 0.4297 -0.3 0.5 0.6 -0.30
C -5.1180 -3.4898 -2.7567 -0.4 -0.9 -2.6 0.06
C -2.3331 3.8933 -1.1308 2.0 -1.1 0.9 1.33
C 6.9059 -0.7132 1.1978 -0.6 2.4 1.2 0.35
C 2.4264 0.3624 -4.7901 -0.3 0.5 0.5 -0.67
C 11.1531 2.9443 4.1485 0.0 0.1 0.1 -1.34
C -4.2227 -5.2984 -0.5403 0.0 0.0 0.1 -1.69
C 8.8378 5.7891 2.8895 1.9 -1.5 -1.3 0.30
C -3.4799 3.1616 -1.9858 -1.8 2.0 0.8 -0.83
C -1.3830 -0.4078 -1.6386 -0.1 -0.9 0.7 -0.46
C 0.5984 -3.2054 3.7324 0.2 -0.3 0.1 -0.59
C -4.2935 6.2124 1.2574 -2.3 -1.6 1.2 0.02
C 9.8498 2.3307 3.6488 0.2 0.2 0.0 -0.36
C -3.8776 1.4070 -3.5524 -2.8 -4.1 -1.7 0.62
C -0.9990 3.5403 -1.9833 -0.5 -0.5 1.8 -0.68
C -7.5150 0.2680 1.1239 1.0 -0.3 0.0 -0.72
C -1.7191 0.4637 -0.3361 0.3 -1.2 -0.6 1.99
C -5.6007 -6.2178 -7.4827 0.0 0.1 0.3 -0.41
C -4.9064 -2.7412 2.7926 -0.1 1.0 0.3 -1.31
C -1.8282 3.1838 0.2436 0.4 -0.2 0.0 -1.31
C -5.2262 5.4819 2.0695 1.2 0.9 -0.5 0.37
C -4.7216 -8.4593 -8.0876 1.7 -2.2 0.5 0.24
C 2.3969 -0.8603 -3.8735 0.1 -0.3 0.3 -0.36
C -3.7823 -1.6158 2.4313 -0.9 -2.7 -1.1 1.66
C 0.3330 -4.7061 3.7978 0.0 -0.1 0.0 -1.37
H -2.2068 0.0858 -4.6055 -1.8 0.2 0.5 0.31
H 5.4909 5.4366 2.8193 0.0 -0.1 0.0 0.32
H 11.4084 2.5663 5.1438 0.0 0.0 -0.1 0.36
H -4.4623 6.6305 -0.9214 0.5 -1.5 0.9 0.41
H -4.2452 -5.7388 -1.5405 -0.1 0.1 0.1 0.45
H -0.7301 4.1800 -2.8855 0.3 -1.4 1.2 0.36
H 7.4184 5.4692 5.2024 0.0 0.1 -0.1 0.29
H 10.1022 0.3786 4.5661 0.1 -0.1 -0.1 0.39
H 3.4241 0.5149 -5.2107 -0.1 0.2 0.1 0.38
H -5.8408 -5.7462 -5.3858 0.0 -0.1 -0.1 0.00
H 6.2454 -3.3126 1.7258 0.0 0.0 -0.1 0.23
H -6.7166 -7.8117 -8.4464 0.1 -0.1 0.0 0.28
H 8.3082 -1.7996 0.0227 -0.1 0.1 0.1 0.40
H 7.5217 -4.0556 0.7673 -0.1 0.1 -0.1 0.37
H 4.3886 -0.6204 -3.0372 -0.1 0.0 0.1 0.37
H -1.3386 -0.1424 0.5727 -0.8 1.2 -1.3 -1.06
H 11.0616 4.0304 4.2106 0.0 -0.1 0.0 0.36
H -4.5951 -5.7874 -7.5288 -0.1 -0.1 -0.1 0.28
H 4.2368 0.3391 -0.3842 0.0 -0.1 0.2 0.49
H -2.1948 2.4440 3.5506 -0.8 -1.1 -1.5 0.67
H -2.8053 -2.1997 2.2781 -1.4 1.4 0.4 -0.94
H -5.9945 -3.1436 -0.8487 0.0 0.0 -0.2 0.54
H -1.6537 1.2344 2.2848 -1.1 1.0 0.1 -0.35
H -6.5699 0.2308 3.2477 -0.3 1.0 -1.3 0.40
H -7.4496 0.2353 -3.3993 2.0 0.0 -0.5 0.35
H 1.1188 -5.2060 4.3691 -0.1 0.0 0.0 0.40
H -5.1839 -7.3542 -5.6703 -0.1 0.0 -0.1 0.36
H 7.3360 7.2876 2.7269 0.1 -0.1 0.0 0.29
H -6.3004 -5.4336 -7.7871 0.1 -0.1 -0.1 0.32
H -5.4978 -7.0505 -9.4789 0.0 -0.2 0.1 0.29
H 5.3477 4.4571 4.2879 0.0 0.1 -0.1 0.33
H -5.8767 2.2643 -2.7430 0.6 -1.5 -0.9 0.28
H -3.4406 -5.8132 0.0228 -0.1 0.0 0.0 0.41
H 7.9563 -2.2102 3.1805 0.0 0.0 -0.1 0.28
H -0.7935 0.1338 -2.4500 -1.1 -0.6 1.0 -0.03
H -0.2161 1.7622 0.5446 -1.0 0.1 -1.6 0.07
H -2.9695 -3.6398 -1.0712 -0.1 0.1 0.1 0.23
H -3.8605 -3.4191 0.4309 0.0 0.1 -0.2 -0.56
H -2.7109 4.1045 2.0638 -0.2 -1.7 -1.0 0.37
H 4.4314 0.8854 1.2748 -0.1 -0.1 -0.1 0.43
H 6.1982 6.6953 4.8757 0.2 0.0 0.0 0.32
H -7.1000 1.9027 2.6191 1.3 -1.3 -0.3 0.28
H -4.1006 2.5358 -1.2596 0.9 0.3 -1.2 0.33
H -4.1874 4.0002 -2.3635 1.1 -1.3 0.6 0.63
H 3.1024 0.0878 -2.0442 0.0 0.0 -0.2 -0.42
H 8.1767 -3.9559 3.1418 0.0 0.1 -0.1 0.37
H 11.9855 2.7272 3.4741 -0.1 0.0 0.0 0.36
H -5.0206 -2.6996 3.9355 0.1 -0.3 -1.7 0.45
H -2.2722 6.0764 -1.5746 -0.9 -0.8 1.5 0.38
H 1.7276 0.2263 -5.6195 0.0 0.2 0.1 0.35
H -7.8370 -0.7975 1.3858 0.2 1.6 -0.3 0.25
H 0.3193 -5.1572 2.8020 -0.1 0.0 0.0 0.36
H 8.9432 0.4097 3.2286 0.2 -0.1 -0.1 -0.07
H 3.5646 -1.4560 1.1848 -0.1 0.0 0.1 0.39
H 6.6142 -2.0768 -0.4084 0.0 0.2 0.1 0.15
H 1.5686 -3.0373 3.2542 -0.1 0.1 0.1 0.15
H -5.9241 -2.4604 2.3179 1.6 -0.5 0.8 0.15
H -5.1819 -5.5004 -0.0534 0.1 0.0 -0.1 0.35
H 9.6211 2.7399 2.6617 0.0 -0.2 0.2 0.35
H -4.6064 -3.7881 2.4487 -0.4 1.5 0.5 0.37
H 2.1686 -0.9130 0.2415 -0.1 -0.1 0.2 0.06
H -4.7826 -1.9472 -1.3321 -0.1 0.0 -0.2 -0.37
H 9.2490 -2.9155 2.1920 -0.1 0.0 0.1 0.31
H 3.3135 -1.6592 -2.0876 0.0 0.0 -0.1 0.39
H 2.2815 2.1532 1.1318 0.0 -0.1 0.0 0.46
H -6.9066 -7.0414 -5.9546 0.1 0.0 0.0 0.31
H -0.2634 -1.3724 2.9690 -0.1 -0.1 -0.1 -0.18
H -1.4620 -2.5775 3.4623 0.2 -0.1 -0.1 0.54
H -1.9228 5.7356 0.1884 -0.9 -0.8 -1.4 0.46
H 6.6912 4.1825 3.1843 0.0 0.1 0.0 0.26
H -6.8316 0.1705 0.1943 -1.1 0.3 1.4 0.03
H -3.8927 3.0824 1.0952 1.5 -0.3 0.8 -0.01
H 2.0502 1.5685 -0.5288 0.1 0.0 0.0 -0.27
H -3.7664 -1.9567 -5.2537 -0.9 1.7 1.0 0.35
H 2.6506 -1.7500 -4.4563 -0.1 0.2 -0.1 0.40
H 0.5378 2.1886 -1.9346 -0.7 0.1 0.4 0.13
H -4.0757 -1.1906 1.4135 0.5 -0.1 1.5 -0.07
H 9.0363 2.6298 4.3172 0.0 -0.1 -0.1 0.26
H -0.6254 -4.9142 4.2832 0.1 0.0 0.0 0.32
H -0.7683 -1.3320 -1.3078 -0.9 1.5 -0.5 0.37
H -0.9756 3.8571 0.6311 -1.2 -0.9 -0.9 0.69
H 0.6695 -2.8121 4.7503 0.0 0.1 -0.2 0.46
H -8.4151 0.9136 0.8558 1.2 -0.9 0.5 0.29
H 1.3818 -1.0052 -3.4890 0.0 0.0 -0.2 0.05
H -4.8716 4.9106 -0.4401 1.2 1.0 0.4 0.32
H -6.4081 -1.9684 -4.6631 1.1 1.7 0.5 0.52
H 3.4018 2.6444 -0.1341 -0.1 -0.1 0.0 0.45
H -2.3849 -0.8372 -2.0204 1.7 0.9 0.4 -0.38
H 8.4182 7.4763 4.1140 0.1 -0.1 -0.2 0.29